71
Properties=species:S:1:pos:R:3:lowdin_charge:R:1 method="wB97M-V/def2-TZVPD" lumo_energy_ev=-5.031 gap_ev=7.130 total_energy_ha=-17155.84731 charge=+1
C 0.11 -0.53 -0.89 -0.0721
C 0.65 1.05 -0.81 -0.2446
F -0.12 1.80 0.24 -0.1178
C 2.23 1.12 -0.40 -0.0929
C 2.93 -0.33 -0.72 -0.0451
C 3.42 -0.79 -2.26 0.1374
C 4.05 -2.29 -2.20 -0.1510
N 4.49 -2.83 -3.59 0.0384
N 4.30 -3.23 -1.10 0.1224
N 3.90 -2.85 0.15 -0.1766
C 4.11 -3.86 1.29 -0.6209
Br 2.43 -4.89 1.67 0.6829
C 4.82 -3.21 2.62 -0.6911
C 3.73 -2.66 3.76 -0.1802
Br 6.26 -1.85 2.20 0.6234
C 3.25 -1.53 0.35 0.0738
H -1.07 -0.46 -0.97 0.0153
H 0.35 -1.13 0.08 0.0916
H 0.47 -1.09 -1.86 0.0713
H 0.49 1.59 -1.84 0.1101
H 2.74 1.91 -1.11 0.1317
H 2.43 1.50 0.70 0.1501
H 3.27 -0.12 -3.21 0.0330
H 4.85 -3.83 -3.48 0.1001
H 3.55 -2.98 -4.08 0.0996
H 4.89 -4.67 0.87 0.1369
H 5.39 -4.10 3.16 0.1199
H 2.67 -2.45 3.31 0.0012
H 3.60 -3.52 4.58 0.0971
H 4.16 -1.72 4.36 0.0984
H 2.90 -1.30 1.47 0.1439
C -1.34 0.00 -4.86 -1.4952
Cl -2.63 -0.54 -3.77 0.5313
Cl -0.74 1.59 -4.37 0.5298
Cl -0.01 -1.18 -4.88 0.5018
H -1.75 0.08 -5.87 0.0277
C -4.35 -0.84 -0.17 -1.5246
Cl -3.51 0.68 -0.54 0.5097
Cl -5.50 -1.24 -1.46 0.5379
Cl -3.19 -2.15 0.06 0.5227
H -4.91 -0.70 0.76 -0.0842
C -4.85 -1.22 4.34 -1.4763
Cl -3.39 -2.08 3.83 0.5132
Cl -4.42 0.28 5.19 0.5059
Cl -5.89 -0.87 2.96 0.5652
H -5.40 -1.86 5.04 0.0257
C -5.66 3.59 3.10 -1.4975
Cl -7.05 4.59 2.65 0.5291
Cl -5.97 2.77 4.64 0.4945
Cl -5.30 2.41 1.83 0.4610
H -4.79 4.24 3.23 0.0250
C 4.16 1.53 -5.82 -1.5138
Cl 4.06 2.06 -7.51 0.5507
Cl 2.59 0.93 -5.26 0.5045
Cl 5.41 0.29 -5.63 0.5292
H 4.44 2.40 -5.21 0.0229
C -0.21 5.29 -0.10 -1.5380
Cl 0.49 6.30 1.18 0.5297
Cl -1.84 5.83 -0.51 0.5318
Cl 0.83 5.30 -1.53 0.5070
H -0.27 4.26 0.28 -0.0086
C -0.48 -4.29 4.66 -1.5167
Cl -0.03 -2.80 3.82 0.4943
Cl -0.42 -5.67 3.56 0.5042
Cl 0.58 -4.56 6.06 0.5388
H -1.51 -4.18 5.03 0.0006
C -5.59 5.86 -1.34 -1.5421
Cl -5.38 5.98 -3.10 0.5198
Cl -7.12 6.62 -0.85 0.5268
Cl -5.55 4.17 -0.83 0.4815
H -4.77 6.39 -0.86 -0.0120